No. 1
Computed, not measured: C5H7CeO4 as an isolated structure at a distorted geometry, with ωB97M-V/def2-TZVPD.

Structure (XYZ):
```
17
Properties=species:S:1:pos:R:3:lowdin_spin:R:1
O 1.6509 -0.7888 1.1379 -0.015
C 0.8130 -1.0996 0.2404 0.000
O -0.0546 0.0707 0.0980 -0.004
O 0.6260 -2.0723 -0.4306 -0.004
Ce 1.4003 1.2451 1.8535 1.029
C -1.1634 0.4741 -1.9589 -0.005
C -1.1738 -0.0131 -0.7132 -0.001
H -0.2644 0.9645 -2.3370 0.000
H -1.9923 0.2594 -2.6329 0.000
O -4.7036 -0.4729 0.4946 0.000
C -3.5218 -0.8034 -0.2057 0.000
C -2.5396 0.3502 -0.0348 0.000
H -5.2356 -1.2643 0.6123 0.000
H -3.7280 -0.9594 -1.2774 0.000
H -3.0866 -1.7311 0.2036 0.000
H -2.3248 0.4798 1.0381 0.000
H -3.0169 1.2845 -0.3549 0.000
```

- LUMO level (spin up / spin down): -11.66 / -10.95 eV
- HOMO (spin up / spin down): -15.61 / -15.61 eV
- Energy above the lowest of the compared OMol25 structures with the same formula, charge and spin: 292.7 kJ/mol
- ⟨S²⟩: 0.7527
- Orbital gap (spin up / spin down): 0.1450 / 0.1714 Ha
- Total energy: -970.0476 Eh
- Net charge: +2
- Spin multiplicity: 2

---

No. 2
Computed, not measured: a single C5H7Cl molecule at a distorted geometry, with ωB97M-V/def2-TZVPD.

Structure (XYZ):
```
13
Properties=species:S:1:pos:R:3:nbo_charge:R:1
Cl 0.3450 3.3533 1.8248 0.055
C 0.2860 1.7245 1.6982 -0.309
C 0.1028 0.8789 0.2349 -0.153
C -0.0726 -0.5698 0.1699 -0.310
C -0.9578 -1.1054 -0.9197 -0.393
C 0.5130 -1.2227 -1.1342 -0.395
H 0.7532 1.2627 2.5113 0.184
H -0.0594 1.6922 -0.5419 0.208
H 0.1958 -0.9920 1.0806 0.234
H -1.5472 -0.4490 -1.5634 0.224
H -1.4540 -2.0031 -0.7154 0.217
H 1.0362 -2.1368 -0.9518 0.225
H 0.8590 -0.4329 -1.6931 0.212
```

- LUMO level (spin up / spin down): 0.55 / 0.59 eV
- HOMO (spin up / spin down): -7.72 / -7.61 eV
- Energy above the lowest of the compared OMol25 structures with the same formula, charge and spin: 381.1 kJ/mol
- Structure (SMILES): Cl/C=C/C1CC1
- Orbital gap (spin up / spin down): 0.3039 / 0.3013 Ha
- Total energy: -654.7454 Eh

---

No. 3
Computed, not measured: a single C5H7Cl molecule at a distorted geometry, with ωB97M-V/def2-TZVPD.

Structure (XYZ):
```
13
Properties=species:S:1:pos:R:3:nbo_charge:R:1
C 0.5116 -2.6812 -0.9656 -0.404
C -0.2712 -1.9614 -1.7349 -0.210
C -0.6886 -0.5810 -1.3125 -0.437
C -0.5180 -0.2086 0.1457 -0.248
C 0.1885 0.8976 0.1679 -0.113
Cl 0.3319 2.0254 1.6943 -0.138
H 0.7176 -3.8559 -1.0724 0.229
H 0.8262 -2.0350 -0.1240 0.202
H -0.6432 -2.3519 -2.7019 0.208
H 0.2501 0.2727 -1.6115 0.212
H -1.6782 -0.1326 -1.5920 0.242
H -1.2477 -0.4719 1.0299 0.255
H 0.7990 1.3504 -0.5343 0.201
```

- LUMO level: 1.03 eV
- HOMO: -9.75 eV
- Energy above the lowest of the compared OMol25 structures with the same formula, charge and spin: 305.3 kJ/mol
- Structure (SMILES): C=CC/C=C/Cl
- Orbital gap: 0.3964 Ha
- Total energy: -654.7742 Eh

---

No. 4
Computed, not measured: a single C5H7Cl2N molecule at a distorted geometry, with ωB97M-V/def2-TZVPD.

Structure (XYZ):
```
15
Properties=species:S:1:pos:R:3:nbo_charge:R:1
Cl 1.1643 1.6056 0.1105 0.021
C 0.4774 0.0212 0.0797 -0.023
Cl 1.7418 -1.2747 -0.1117 -0.058
C -0.3372 -0.0954 -1.3218 -0.416
C -1.6290 0.3386 -0.5593 -0.107
N -2.9414 0.0637 -0.0330 -0.522
C -1.7154 -0.6905 0.5925 -0.127
C -0.3356 -0.2914 1.2902 -0.492
H 0.0006 0.7050 -1.9532 0.230
H -0.2640 -1.0681 -1.7571 0.236
H -1.5745 1.4151 -0.0863 0.208
H -3.4855 -0.6818 -0.3849 0.359
H -1.6890 -1.7100 0.0622 0.169
H 0.1864 -1.0684 1.9684 0.261
H -0.7488 0.6407 1.9144 0.260
```

- LUMO level: 0.80 eV
- HOMO: -9.02 eV
- Energy above the lowest of the compared OMol25 structures with the same formula, charge and spin: 397.0 kJ/mol
- Structure (SMILES): ClC1(Cl)C[C@H]2N[C@@H]2C1
- Orbital gap: 0.3611 Ha
- Total energy: -1169.6809 Eh

---

No. 5
Computed, not measured: a single C5H7Cl3 molecule at a distorted geometry, with ωB97M-V/def2-TZVPD.

Structure (XYZ):
```
15
Properties=species:S:1:pos:R:3:nbo_charge:R:1
C -0.0587 1.5283 1.3853 -0.630
C 1.1048 1.0350 0.4834 -0.435
C 0.8119 -0.2203 -0.2777 -0.162
C -0.4398 -0.6197 -0.4114 -0.279
C -0.9429 -1.8527 -1.2652 -0.095
Cl -2.2687 -1.1048 -2.2443 0.007
Cl -1.3727 -3.0611 -0.2532 0.126
Cl 0.4062 -2.6330 -2.4478 -0.090
H 0.1753 2.4549 1.9910 0.220
H -0.1632 0.7666 2.0837 0.211
H -1.0236 1.8926 1.0245 0.218
H 1.3996 1.7637 -0.2335 0.223
H 2.0854 0.9821 1.1408 0.220
H 1.5240 -0.9149 -0.9394 0.241
H -1.2376 -0.0168 -0.0362 0.226
```

- LUMO level: 0.27 eV
- HOMO: -9.93 eV
- Energy above the lowest of the compared OMol25 structures with the same formula, charge and spin: 147.3 kJ/mol
- Structure (SMILES): CC/C=C/C(Cl)(Cl)Cl
- Orbital gap: 0.3749 Ha
- Total energy: -1575.2175 Eh

---

No. 6
Computed, not measured: an isolated ion of composition C5H7ClIN2 and charge +1 at a distorted geometry, with ωB97M-V/def2-TZVPD.

Structure (XYZ):
```
16
Properties=species:S:1:pos:R:3:nbo_charge:R:1
C 2.5310 -0.5977 -0.1294 -0.352
C 1.3636 -1.0842 -0.4340 -0.127
Cl 0.7433 -0.7090 -2.0014 -0.009
C 0.2788 -1.6711 0.4611 0.155
N -0.4591 -0.9721 1.2412 -0.383
C -0.4898 0.3944 1.3466 -0.005
C -1.0867 1.2303 0.4605 -0.138
N -1.7627 0.7798 -0.7745 -0.755
I -1.2779 3.3056 0.7502 0.262
H 3.0639 -0.2103 -1.0376 0.249
H 2.9527 -0.8287 0.8371 0.241
H 0.1461 -2.6754 0.5542 0.214
H -0.1028 0.8959 2.2032 0.255
H -2.8158 1.0832 -0.7973 0.459
H -1.7376 -0.2376 -1.0241 0.466
H -1.3469 1.2971 -1.6556 0.468
```

- LUMO level: -3.74 eV
- HOMO: -12.93 eV
- Energy above the lowest of the compared OMol25 structures with the same formula, charge and spin: 131.1 kJ/mol
- Structure (SMILES): C=C(Cl)/C=N\C=C(/[NH3+])I
- Orbital gap: 0.3374 Ha
- Total energy: -1061.7739 Eh
- Net charge: +1

---

No. 7
Computed, not measured: a single C5H7ClN2O molecule at a distorted geometry, with ωB97M-V/def2-TZVPD.

Structure (XYZ):
```
16
Properties=species:S:1:pos:R:3:nbo_charge:R:1
C 0.9278 -1.4797 -1.6529 0.080
C 1.1506 -1.9385 -0.1960 -0.122
C 0.1489 0.7649 -1.3567 -0.334
C -0.8150 0.6757 -0.1671 0.217
C -0.8395 1.2415 2.1563 -0.256
N 0.6136 -0.3669 -2.1301 -0.336
N 0.8309 -1.3583 0.8927 -0.158
O -0.4219 1.4536 0.8557 -0.506
Cl -2.2964 -0.1712 -0.2124 0.002
H 1.1646 -2.2571 -2.3528 0.181
H 1.7390 -2.8390 -0.3420 0.207
H -0.3180 1.4374 -2.0010 0.211
H 0.9728 1.3061 -0.9269 0.240
H -0.2369 0.3719 2.7161 0.194
H -1.8812 0.9292 2.0853 0.184
H -0.7392 2.2303 2.6318 0.197
```

- LUMO level (spin up / spin down): -0.10 / -0.96 eV
- HOMO (spin up / spin down): -6.72 / -10.00 eV
- ⟨S²⟩: 2.0224
- Orbital gap (spin up / spin down): 0.2432 / 0.3322 Ha
- Total energy: -839.4659 Eh
- Spin multiplicity: 3

---

No. 8
Computed, not measured: an isolated ion of composition C5H7ClN3O2 and charge +1 at a distorted geometry, with ωB97M-V/def2-TZVPD.

Structure (XYZ):
```
18
Properties=species:S:1:pos:R:3:nbo_charge:R:1
N 0.4308 2.2649 0.0480 -0.712
C 0.4100 0.9436 -0.1589 0.549
N 1.4930 0.2240 -0.2679 -0.540
C 1.4557 -1.2453 -0.2884 -0.217
C 0.2364 -1.8620 0.3623 -0.467
C -1.0613 -1.1295 0.1465 0.049
Cl -2.4879 -1.8813 0.1950 0.227
C -1.0086 0.2384 0.0907 -0.084
N -2.2035 1.0754 0.0138 0.524
O -2.1478 2.1077 0.7097 -0.397
O -2.9802 0.7951 -0.8280 -0.263
H -0.3857 2.7562 0.2350 0.442
H 1.2516 2.9112 -0.1750 0.434
H 2.4455 0.5024 -0.6469 0.454
H 2.3598 -1.4210 0.4391 0.244
H 1.7070 -1.7098 -1.3373 0.242
H 0.2678 -1.7442 1.4195 0.255
H 0.2174 -2.8259 0.0428 0.261
```

- LUMO level: -4.68 eV
- HOMO: -14.12 eV
- Energy above the lowest of the compared OMol25 structures with the same formula, charge and spin: 336.5 kJ/mol
- Structure (SMILES): [NH2+]=C1NCCC(Cl)=C1[N+](=O)[O-]
- Orbital gap: 0.3471 Ha
- Total energy: -969.2740 Eh
- Net charge: +1

---

No. 9
Computed, not measured: a single C5H7ClO molecule at a distorted geometry, with ωB97M-V/def2-TZVPD.

Structure (XYZ):
```
14
Properties=species:S:1:pos:R:3:nbo_charge:R:1
C 1.0431 0.5423 0.3909 -0.170
C 0.0660 -0.1564 0.9926 -0.049
C -0.4926 -1.1742 0.1666 -0.392
C -0.4568 -0.1764 -1.2614 -0.435
C -0.1865 1.0721 -0.4342 0.054
H 1.9323 -0.0181 -0.1091 0.241
H 0.1613 -0.4976 2.1902 0.216
H 0.0099 -2.1831 -0.3118 0.230
H -1.6948 -1.3933 0.5386 0.249
H -1.3428 -0.1924 -1.9521 0.231
H 0.4263 -0.4494 -1.9057 0.202
H -0.1706 2.0853 -0.8121 0.224
O -0.9891 0.8119 0.8034 -0.505
Cl 1.6944 1.7292 1.7041 -0.096
```

- LUMO level: 0.84 eV
- HOMO: -10.22 eV
- Energy above the lowest of the compared OMol25 structures with the same formula, charge and spin: 370.3 kJ/mol
- Orbital gap: 0.4065 Ha
- Total energy: -729.9928 Eh

---

No. 10
Computed, not measured: a single C5H7ClO2 molecule at a distorted geometry, with ωB97M-V/def2-TZVPD.

Structure (XYZ):
```
15
Properties=species:S:1:pos:R:3:nbo_charge:R:1
C -0.8022 2.3367 0.4263 -0.693
C -0.3356 0.9248 0.0329 0.091
Cl 0.0934 0.8570 -1.7508 -0.056
C -0.2588 -0.1765 0.7746 -0.237
C -0.5394 -0.2949 2.1491 -0.648
C 0.3375 -1.4040 0.1935 0.817
O -0.4443 -2.4462 0.1200 -0.549
O 1.7338 -1.2813 -0.2334 -0.728
H -0.9959 2.4500 1.4950 0.231
H -1.7168 2.5226 -0.2444 0.243
H -0.2103 3.3845 0.3542 0.253
H -1.4762 0.3158 2.5937 0.244
H -0.7191 -1.5349 2.2892 0.270
H 0.4349 0.1291 2.8097 0.232
H 2.3701 -0.3326 -0.0851 0.530
```

- LUMO level: 0.16 eV
- HOMO: -9.56 eV
- Energy above the lowest of the compared OMol25 structures with the same formula, charge and spin: 331.2 kJ/mol
- Structure (SMILES): C/C(Cl)=C(\C)C(=O)O
- Orbital gap: 0.3571 Ha
- Total energy: -805.2618 Eh

---

No. 11
Computed, not measured: a 2-piece molecular cluster, C5H7ClSSi overall at a distorted geometry, with ωB97M-V/def2-TZVPD.

Structure (XYZ):
```
15
Properties=species:S:1:pos:R:3:nbo_charge:R:1
C -2.7974 -1.7736 0.1533 -0.275
C -1.4631 -1.5912 0.5719 -0.376
C -3.2557 -0.7431 -0.5796 -0.448
C -0.8212 -0.5565 -0.0625 -0.442
C 2.4063 1.5475 0.3899 -1.186
Si 1.9222 0.1646 -0.7612 1.402
S -1.9744 0.3189 -1.0086 0.383
Cl 2.7885 -1.6041 -0.3738 -0.327
H -3.3645 -2.4756 0.7774 0.219
H -1.0385 -2.4911 1.0434 0.217
H -4.3147 -0.6177 -0.9295 0.237
H 1.7432 2.4369 0.2460 0.270
H 2.4872 1.2047 1.5332 0.275
H 3.4766 1.9174 0.0735 0.255
H 1.7632 0.7271 -1.9995 -0.203
```

- LUMO level: -0.27 eV
- HOMO: -8.21 eV
- Energy above the lowest of the compared OMol25 structures with the same formula, charge and spin: 213.7 kJ/mol
- Orbital gap: 0.2918 Ha
- Total energy: -1342.5009 Eh

---

No. 12
Computed, not measured: C5H7CsO4 as an isolated structure at a distorted geometry, with ωB97M-V/def2-TZVPD.

Structure (XYZ):
```
17
Properties=species:S:1:pos:R:3:nbo_charge:R:1
O -1.2697 0.2991 -0.4120 -0.621
C -1.9951 1.4203 -0.2005 0.927
O -1.5153 2.4503 -0.7342 -0.825
O -2.6410 1.3234 0.8892 -0.745
Cs 0.5906 2.2542 -3.7705 0.991
C 4.3129 -0.5015 -3.3274 0.294
O 3.7792 0.3700 -3.9785 -0.543
H 5.2855 -0.9256 -3.6366 0.124
H 3.8847 -0.8450 -2.3655 0.126
C -1.8235 -0.5880 0.9453 -0.086
C -0.7993 -0.5229 2.0379 -0.188
C -1.0825 -0.6837 3.3313 -0.404
H -1.7174 -1.5243 0.3783 0.161
H -2.8283 -0.7811 1.3406 0.208
H 0.2354 -0.3403 1.7305 0.193
H -0.3009 -0.6443 4.0919 0.192
H -2.1154 -0.7607 3.6803 0.194
```

- LUMO level: -0.95 eV
- HOMO: -6.62 eV
- Energy above the lowest of the compared OMol25 structures with the same formula, charge and spin: 109.6 kJ/mol
- Orbital gap: 0.2083 Ha
- Total energy: -515.6756 Eh